A.
Below is a 2-piece molecular cluster, C3H10NOS overall, with properties calculated with ωB97M-V/def2-TZVPD.

Computed properties:
Orbital gap (eV): 5.46
Net charge: -1
Multiplicity: 1
E_LUMO (eV): 2.963

Positions of all 16 atoms, in Å:
1 S -3.020 1.821 0.506
2 O 2.028 -0.719 -0.718
3 N 4.094 -1.659 0.007
4 C 2.647 -1.818 -0.356
5 C -2.162 0.424 -0.280
6 C -0.773 0.114 0.287
7 H 0.013 0.631 -0.260
8 H -0.566 -0.937 0.100
9 H -0.646 0.303 1.353
10 H -2.848 -0.413 -0.166
11 H -2.558 2.798 -0.285
12 H 4.047 -0.885 0.649
13 H -2.041 0.484 -1.358
14 H 2.232 -2.293 0.572
15 H 4.578 -1.274 -0.803
16 H 2.611 -2.613 -1.139

B.
Below is a 2-piece molecular cluster, C3H10NOS overall, with properties calculated with ωB97M-V/def2-TZVPD.

Computed properties:
Orbital gap (eV): 6.14
Net charge: -1
Multiplicity: 1
E_LUMO (eV): 3.387

Positions of all 16 atoms, in Å:
1 S 1.106 0.968 -2.637
2 O -1.172 -0.113 0.491
3 N -1.170 -1.679 2.303
4 C 0.941 -0.556 -1.695
5 C -0.779 -0.351 1.729
6 C 0.547 2.022 -1.282
7 H 1.300 -1.467 -2.171
8 H -0.089 -0.736 -1.375
9 H 1.503 -0.428 -0.766
10 H 0.131 2.928 -1.712
11 H -2.101 -1.931 2.001
12 H -0.225 1.477 -0.724
13 H -1.165 0.382 2.483
14 H 0.329 -0.356 1.893
15 H 1.367 2.263 -0.611
16 H -0.524 -2.421 2.072

Verdict on stability: B comes out on top.